(1)
53
Properties=species:S:1:pos:R:3:forces:R:3:nbo_charge:R:1 method="wB97M-V/def2-TZVPD" relative_energy_kj_mol=13.7 spin_multiplicity=2 homo_energy_ev="1.471 / -0.334" total_charge=-2 mol_weight_g_mol=565.12
Hg -1.0666 0.6261 1.7181 -0.42 1.51 0.03 1.02
C -0.2453 2.7790 0.9417 -0.18 -1.44 0.22 -0.87
C 1.0623 3.1500 1.4518 0.10 0.10 0.10 -0.02
C 1.2183 3.9871 2.5738 0.00 0.01 -0.01 -0.27
C 2.4683 4.3540 3.0495 0.02 0.00 -0.01 -0.20
C 3.6292 3.8949 2.4379 -0.09 0.00 -0.05 -0.31
C 3.4982 3.0508 1.3348 0.01 0.04 0.05 -0.23
C 2.2536 2.6873 0.8555 -0.01 0.00 -0.04 -0.19
H -0.2813 2.5453 -0.1186 0.11 0.21 -0.06 0.22
H -1.0657 3.4174 1.2605 0.03 0.04 0.02 0.19
H 0.3279 4.3522 3.0761 0.00 0.01 -0.02 0.19
H 2.5395 5.0173 3.9064 -0.02 -0.02 0.02 0.18
H 4.6051 4.1906 2.8042 0.01 -0.02 0.01 0.18
H 4.3897 2.6747 0.8430 -0.03 -0.03 -0.02 0.19
H 2.1742 2.0251 0.0010 0.01 0.01 0.00 0.21
O 0.6206 -1.5581 0.1047 -0.03 0.10 -0.12 -1.03
S -0.3546 -1.2529 -1.0009 0.31 -0.15 -0.19 1.24
C 0.0572 -2.3336 -2.3289 -0.13 -0.06 0.01 -0.36
C -0.9226 -2.6098 -3.3040 0.01 -0.10 0.01 -0.18
C -0.5989 -3.3114 -4.4453 0.01 0.02 0.06 -0.26
C 0.7205 -3.7496 -4.6682 -0.01 -0.01 -0.04 -0.33
C 1.7010 -3.4381 -3.7236 -0.09 0.06 0.05 -0.21
C 1.3898 -2.7435 -2.5679 0.07 0.03 -0.07 -0.27
C 0.1981 0.2207 -1.8017 -0.02 0.04 0.01 -0.25
C 1.5624 0.4608 -2.0705 0.04 -0.01 -0.06 -0.30
C 1.9254 1.4870 -2.9245 -0.08 -0.03 0.00 -0.20
C 0.9628 2.3053 -3.5173 -0.01 0.02 0.02 -0.31
C -0.3920 2.0783 -3.2321 0.03 -0.03 0.01 -0.24
C -0.7715 1.0474 -2.3968 0.04 0.04 -0.02 -0.26
H -1.9374 -2.2608 -3.1396 0.00 -0.03 -0.01 0.20
H -1.3696 -3.5323 -5.1766 -0.02 0.00 0.02 0.18
H 0.9674 -4.3193 -5.5565 0.02 0.04 -0.01 0.18
H 2.7248 -3.7575 -3.8935 0.01 -0.01 0.03 0.18
H 2.1421 -2.5324 -1.8187 -0.02 -0.06 0.02 0.22
H 2.3128 -0.1500 -1.5856 -0.01 0.02 0.04 0.22
H 2.9764 1.6699 -3.1245 0.01 -0.01 0.02 0.19
H 1.2572 3.1151 -4.1738 0.01 0.01 0.01 0.19
H -1.1472 2.7318 -3.6556 -0.02 -0.02 0.00 0.19
H -1.8192 0.8709 -2.1753 0.00 0.01 0.00 0.21
C -4.1234 -1.9748 3.2991 0.05 -0.05 0.07 -0.61
C -2.6636 -1.5257 3.0713 -0.15 -0.12 -0.06 0.07
C -1.9758 -1.4902 4.4576 0.00 0.06 -0.02 -0.63
C -1.9684 -2.6308 2.2492 -0.02 0.11 0.01 -0.64
N -2.7507 -0.2443 2.4253 0.47 -0.27 0.05 -1.20
H -4.1643 -2.9641 3.7736 -0.05 0.01 0.01 0.17
H -4.6386 -2.0183 2.3375 0.00 0.01 0.02 0.20
H -4.6376 -1.2513 3.9374 -0.01 0.00 -0.03 0.19
H -1.9724 -2.4756 4.9464 0.00 0.02 0.02 0.16
H -2.4903 -0.7734 5.1032 0.03 0.03 -0.03 0.19
H -0.9433 -1.1543 4.3302 0.01 -0.02 0.02 0.20
H -1.8994 -3.5736 2.8104 -0.03 -0.03 -0.05 0.16
H -0.9619 -2.3074 1.9757 0.01 -0.05 -0.01 0.23
H -2.5233 -2.8058 1.3238 0.03 0.02 -0.02 0.20

(2)
62
Properties=species:S:1:pos:R:3:forces:R:3:nbo_charge:R:1 method="wB97M-V/def2-TZVPD" relative_energy_kj_mol=71.6 spin_multiplicity=3 homo_energy_ev="-4.601 / -4.785" total_charge=-1 mol_weight_g_mol=616.55
Mo 0.2139 -0.4638 -0.2629 0.26 0.03 0.12 1.12
C 4.8867 0.0569 0.1903 0.07 0.02 0.01 -0.64
C 3.5139 -0.4675 -0.1396 -0.07 -0.04 -0.04 -0.18
S 2.1926 0.5091 0.4922 -0.10 -0.04 -0.03 0.01
C 3.2829 -1.5942 -0.8237 -0.04 0.08 0.05 -0.18
C 4.3588 -2.4921 -1.3579 0.09 -0.01 -0.02 -0.64
S 1.6452 -2.1550 -1.1230 -0.04 0.08 0.01 -0.10
H 4.8152 1.0552 0.6191 0.01 0.01 0.01 0.22
H 5.5181 0.1231 -0.6977 0.00 -0.01 -0.01 0.21
H 5.3927 -0.5815 0.9187 0.01 0.00 0.01 0.21
H 5.3522 -2.1371 -1.0857 0.01 0.00 0.00 0.21
H 4.3051 -2.5586 -2.4473 0.00 0.00 -0.01 0.21
H 4.2423 -3.5055 -0.9677 -0.01 0.00 0.01 0.22
O -0.6446 -2.3500 3.4453 -0.05 0.03 -0.09 -0.64
C -0.8725 -1.6432 2.4781 0.03 -0.05 0.26 0.80
O -0.1935 -1.6782 1.3799 -0.09 0.20 -0.47 -0.73
C -2.0468 -0.6933 2.5272 -0.05 0.02 -0.01 -0.26
C -2.9536 -0.8565 3.5524 0.02 0.10 -0.14 -0.09
C -4.0691 -0.0316 3.6445 0.01 0.03 -0.12 -0.06
C -4.3086 0.9660 2.7170 0.19 -0.17 -0.01 -0.13
C -3.4126 1.1146 1.6802 0.27 -0.06 0.18 -0.09
C -2.2246 0.3304 1.5536 -0.07 -0.05 0.15 0.50
O -1.3631 0.5898 0.6387 0.00 0.09 -0.05 -0.73
N -3.7325 2.1363 0.6952 -0.68 -0.17 -0.30 0.54
O -4.4045 3.0854 1.0676 0.23 0.18 0.07 -0.40
O -3.4306 1.9418 -0.4669 0.22 0.06 0.04 -0.38
N -5.0146 -0.2140 4.7300 -0.06 0.14 0.21 0.54
O -5.9835 0.5287 4.7771 -0.01 -0.06 -0.03 -0.41
O -4.7875 -1.0818 5.5529 -0.01 -0.06 -0.04 -0.39
H -2.7695 -1.6335 4.2794 -0.01 -0.01 0.02 0.27
H -5.1742 1.6046 2.7889 0.00 -0.01 0.01 0.27
C 0.0342 5.2210 -0.0561 0.00 0.03 0.02 -0.63
C 0.4331 4.2353 -1.1196 -0.01 -0.03 0.01 0.02
C 1.2502 4.6108 -2.1753 0.01 0.01 -0.01 -0.25
C 1.6378 3.6914 -3.1469 -0.02 0.00 0.02 0.00
C 2.5170 4.1175 -4.2915 0.03 0.00 -0.03 -0.62
C 1.1957 2.3816 -3.0490 -0.02 -0.08 0.07 -0.29
C 0.3615 1.9827 -1.9997 0.07 0.20 0.04 0.28
C -0.0124 2.9201 -1.0428 0.03 0.02 -0.14 -0.28
N -0.0684 0.6457 -1.8643 0.06 -0.28 0.37 -0.63
C -0.9377 0.0669 -2.9050 -0.15 -0.07 -0.09 0.12
C -1.8710 1.1165 -3.5108 0.03 -0.03 -0.08 -0.63
C -0.1277 -0.6245 -4.0070 -0.03 0.01 -0.04 -0.63
C -1.8192 -0.9660 -2.1869 0.03 -0.29 0.22 -0.59
H 0.3176 6.2369 -0.3321 0.00 0.01 0.00 0.20
H 0.5183 4.9811 0.8928 0.00 0.00 0.01 0.22
H -1.0430 5.1996 0.1134 -0.02 0.00 0.00 0.22
H 1.6014 5.6356 -2.2399 0.01 0.02 -0.01 0.19
H 3.2165 4.8960 -3.9845 0.00 0.00 0.00 0.21
H 1.9206 4.5182 -5.1149 0.00 0.00 -0.01 0.21
H 3.0925 3.2765 -4.6788 0.00 0.00 -0.01 0.21
H 1.5326 1.6461 -3.7685 0.00 0.02 0.01 0.21
H -0.6685 2.6066 -0.2430 -0.01 -0.01 0.03 0.24
H -1.3207 1.8223 -4.1336 0.01 0.02 0.01 0.21
H -2.3854 1.6703 -2.7268 -0.02 0.01 0.03 0.24
H -2.6173 0.6220 -4.1376 0.01 -0.01 0.00 0.20
H 0.4141 0.1027 -4.6118 0.00 0.01 0.03 0.20
H -0.8017 -1.1672 -4.6748 0.00 -0.01 -0.01 0.20
H 0.5862 -1.3275 -3.5772 0.00 0.01 0.01 0.24
H -2.6073 -0.4736 -1.6184 0.01 0.02 0.03 0.24
H -1.2596 -1.6298 -1.4874 -0.06 0.01 -0.23 0.19
H -2.2576 -1.6784 -2.8879 -0.07 0.09 -0.04 0.23

(3)
54
Properties=species:S:1:pos:R:3:forces:R:3:nbo_charge:R:1 method="wB97M-V/def2-TZVPD" relative_energy_kj_mol=615.3 spin_multiplicity=1 homo_energy_ev=-6.539 mol_weight_g_mol=394.54
C -6.1558 -1.2434 1.9336 0.82 0.24 0.32 -0.40
N -5.5561 -0.6909 3.1507 -0.58 0.94 0.07 -0.50
C -6.1047 -1.2801 4.3778 0.85 0.30 -0.46 -0.40
C -4.2064 -0.2074 3.1152 -0.23 -0.34 0.00 0.27
C -3.9205 1.1682 3.1286 -0.65 -0.56 0.06 -0.24
C -2.6296 1.6198 3.1130 0.65 -0.04 0.07 -0.07
C -1.5280 0.7284 3.0671 -0.30 -0.26 -0.04 -0.18
C -0.2248 1.2884 3.0827 0.13 -0.13 -0.26 0.16
C 1.0800 0.7320 3.1119 0.15 -0.18 0.11 -0.19
C 2.1786 1.6216 3.0051 -0.63 -0.01 -0.01 -0.06
C 3.4702 1.1711 2.9973 0.68 -0.52 -0.05 -0.24
C 3.7614 -0.1988 3.1054 0.28 -0.31 0.05 0.29
N 5.1136 -0.6760 3.1313 0.53 0.94 0.02 -0.50
C 5.6667 -1.2573 4.3587 -0.91 0.21 -0.45 -0.40
C 5.7265 -1.2182 1.9143 -0.77 0.32 0.32 -0.40
C 2.6826 -1.0867 3.2369 0.36 0.10 -0.02 -0.27
C 1.3895 -0.6406 3.2570 -0.20 0.15 0.08 -0.04
C -1.8336 -0.6508 2.9897 0.29 0.22 -0.09 -0.12
C -3.1256 -1.0978 3.0308 -0.44 0.09 0.06 -0.19
H -5.7601 -0.7249 1.0618 -0.04 0.00 -0.03 0.22
H -5.9246 -2.3042 1.8450 -0.07 -0.34 -0.21 0.17
H -7.2374 -1.1162 1.9554 0.00 0.04 0.08 0.21
H -5.6881 -0.7801 5.2504 -0.02 0.02 0.02 0.21
H -7.1883 -1.1668 4.3954 0.01 0.05 -0.09 0.21
H -5.8603 -2.3405 4.4323 -0.05 -0.34 0.19 0.17
H -4.7421 1.8617 3.1431 -0.19 0.14 0.04 0.24
H -2.4351 2.6794 3.1414 0.04 0.20 -0.08 0.23
H -0.2260 2.3656 3.0611 -0.01 0.35 -0.04 0.22
H 1.9819 2.6788 2.9376 -0.03 0.22 -0.16 0.23
H 4.2894 1.8641 2.9202 0.16 0.14 -0.04 0.24
H 5.2543 -0.7471 5.2279 0.03 0.00 0.02 0.21
H 5.4208 -2.3168 4.4235 0.08 -0.34 0.21 0.17
H 6.7505 -1.1438 4.3697 -0.02 0.05 -0.10 0.21
H 5.3418 -0.6950 1.0403 0.03 0.00 -0.02 0.22
H 6.8081 -1.0930 1.9508 -0.01 0.05 0.07 0.20
H 5.4975 -2.2792 1.8173 0.05 -0.31 -0.20 0.17
H 2.8978 -2.1374 3.3169 -0.02 -0.27 0.12 0.23
H 0.6132 -1.3528 3.4481 -0.11 -0.18 -0.05 0.20
H -1.0531 -1.3701 2.8486 0.09 -0.16 -0.03 0.21
H -3.3391 -2.1513 2.9847 0.02 -0.25 -0.05 0.22
C 3.2890 5.8036 -0.6542 0.26 0.33 0.10 -0.23
C 2.3988 6.0319 0.3744 0.19 0.36 0.16 -0.22
C 1.3045 5.2080 0.5334 -0.03 -0.15 -0.04 -0.25
C 1.1020 4.1569 -0.3362 -0.36 0.26 1.29 -0.25
S -0.3745 3.0862 -0.1564 1.45 -0.32 -3.61 1.47
O -1.0686 3.5887 -1.3829 -1.42 0.80 1.12 -1.01
O 0.2638 1.8301 -0.6685 -0.05 -1.20 1.82 -1.06
C 1.9925 3.9286 -1.3613 -0.03 -0.37 -0.38 -0.15
C 3.0876 4.7501 -1.5218 -0.06 -0.11 -0.14 -0.23
H 4.1359 6.4560 -0.7866 0.19 0.13 0.00 0.20
H 2.5543 6.8602 1.0470 0.05 0.17 0.12 0.20
H 0.5966 5.3890 1.3238 -0.24 0.07 0.28 0.19
H 1.8071 3.1040 -2.0307 -0.05 -0.17 -0.04 0.24
H 3.7824 4.5758 -2.3268 0.12 -0.05 -0.17 0.20

(4)
55
Properties=species:S:1:pos:R:3:forces:R:3:nbo_charge:R:1 method="wB97M-V/def2-TZVPD" relative_energy_kj_mol=2176.0 spin_multiplicity=1 homo_energy_ev=-8.182 mol_weight_g_mol=394.47
C 6.4470 2.1749 5.1726 -1.47 2.99 -3.75 -0.25
H 6.4757 2.3938 3.9657 0.33 -0.38 2.83 0.17
O 5.1194 1.7994 5.4551 6.53 9.16 4.56 -0.46
C 4.5586 0.8512 4.9743 4.48 -6.24 -6.36 0.29
C 3.3957 0.7519 5.3563 -11.37 -4.00 2.47 -0.27
C 2.5405 -0.3485 5.0806 -0.94 1.17 0.48 -0.26
C 3.0189 -1.1568 4.2334 5.48 -9.23 -8.27 0.01
C 4.4299 -1.1382 3.5347 -2.54 3.76 5.07 -0.19
C 5.1961 -0.0877 4.0538 -4.40 -1.71 -0.17 -0.26
H 6.0856 0.1429 3.6560 3.45 0.63 -1.06 0.20
H 4.7327 -1.9434 2.9253 0.33 -0.42 -0.79 0.22
C 2.3461 -2.5679 3.5201 -6.55 9.48 2.45 -0.41
C 1.8027 -1.8673 2.0688 2.14 -5.41 10.12 0.57
N 2.1684 -2.3702 1.0536 4.60 -1.38 -7.46 -0.47
C 1.5401 -1.6499 0.0320 -4.52 -0.36 16.99 0.02
C 1.4760 -1.5024 -1.1355 1.63 0.67 -19.79 -0.19
C 0.5109 -0.6353 -1.9122 1.51 -1.97 0.82 -0.19
C -0.4949 -0.0852 -1.1200 1.70 -0.12 -11.43 -0.21
C -0.5945 -0.3220 0.0784 -2.04 -0.43 18.85 -0.23
C 0.3513 -0.9883 0.9268 1.66 0.42 -10.83 0.34
O 0.7004 -1.2418 2.1103 -3.97 3.43 4.42 -0.41
H -1.3584 0.2423 0.9370 1.29 -1.29 -3.26 0.21
C -1.5142 0.6103 -1.8797 0.03 4.05 -0.16 0.70
O -1.4336 1.9123 -1.7603 -1.23 -4.62 -1.11 -0.65
N -2.3049 -0.1369 -2.7489 1.22 14.41 0.82 -0.41
C -2.7031 -1.3639 -2.7013 -1.61 -2.50 -0.88 -0.24
C -3.9616 -1.5368 -2.0236 0.81 -8.18 4.26 -0.43
C -5.1100 -0.8476 -2.3843 6.58 11.88 3.79 -0.28
C -4.6926 0.1506 -3.4696 1.85 -3.43 -3.23 -0.43
H -4.5809 -0.5325 -4.4138 0.23 0.38 1.13 0.16
H -5.4682 0.6673 -3.9161 -1.62 2.11 0.02 0.23
C -3.3024 0.9025 -3.3764 -4.87 -1.52 5.43 -0.01
C -2.8329 1.5019 -4.5721 5.08 -0.08 1.34 -0.49
H -1.6462 1.5831 -4.5000 -2.26 -0.45 -0.19 0.22
H -3.0632 1.0630 -5.4483 -0.73 -2.34 -2.93 0.22
C -3.2594 2.8269 -4.6857 2.76 5.04 -0.27 -0.07
O -2.8620 3.7014 -3.6583 -0.07 1.45 2.86 -0.78
H -2.4065 3.3892 -2.8425 -0.52 -0.75 -1.03 0.51
H -4.2348 3.0751 -4.9200 -2.37 -0.14 -0.43 0.17
H -2.5924 3.3404 -5.3648 -0.57 -0.57 -2.03 0.20
H -3.8287 1.8416 -2.5823 2.80 -2.75 -1.65 0.25
H -5.2821 -0.0090 -1.2574 0.13 -1.80 -3.03 0.11
H -5.9771 -1.1413 -2.4198 -8.63 -4.05 -0.89 0.19
H -4.2330 -2.5697 -2.3092 0.31 -0.47 -0.11 0.22
H -3.7667 -1.8535 -0.8811 -0.48 1.60 -2.09 0.22
H -1.9187 -1.7732 -2.2399 2.66 -3.26 1.74 0.23
H -2.6938 -1.5523 -3.7229 -0.53 -2.14 -1.95 0.20
H 0.4717 -0.5540 -3.0659 0.41 -0.23 2.32 0.24
H 2.3248 -2.1674 -1.8970 -2.47 2.11 2.30 0.20
H 1.4275 -2.7301 4.3027 1.81 -0.15 -2.40 0.20
H 2.8430 -3.3894 3.3186 2.96 -3.63 -0.80 0.20
H 1.5250 -0.6389 5.3303 -0.08 1.10 1.00 0.23
H 2.8004 1.2191 6.0380 0.04 3.11 2.07 0.23
H 7.1186 1.4283 5.3855 1.66 -1.84 0.60 0.18
H 6.7093 3.1318 5.6990 -0.55 -1.10 -0.42 0.21